The following is a DFT calculation (wB97M-V/def2-TZVPD) of a single C5H9Cl2N3O2 molecule in a non-equilibrium geometry.

Each atom is followed by the atoms it is bonded to, with distances in Å.
Cartesian coordinates (Å):
1 O 1.458 -1.151 0.330  N2 1.241
2 N 0.976 -0.398 1.191  O1 1.241, N3 1.282
3 N -0.135 0.156 0.870  N2 1.282, C4 1.466, C7 1.456
4 C -0.890 0.678 2.012  N3 1.466, C5 1.452, H13 1.143, H14 1.122
5 C -0.796 -0.050 3.265  C4 1.452, Cl6 1.786, H15 1.008, H16 1.143
6 Cl -1.341 -1.749 3.194  C5 1.786
7 C -1.001 -0.111 -0.271  N3 1.456, O8 1.198, N9 1.407
8 O -2.138 -0.443 -0.090  C7 1.198
9 N -0.561 0.360 -1.522  C7 1.407, C10 1.475, H17 1.022
10 C 0.804 0.632 -2.009  N9 1.475, C11 1.645, H18 1.138, H19 1.164
11 C 1.341 -0.657 -2.879  C10 1.645, Cl12 1.828, H20 1.200, H21 1.183
12 Cl 0.519 -0.765 -4.508  C11 1.828
13 H -0.326 1.559 2.473  C4 1.143
14 H -1.922 0.952 1.666  C4 1.122
15 H -1.181 0.573 3.958  C5 1.008
16 H 0.295 0.066 3.587  C5 1.143
17 H -1.227 0.434 -2.294  N9 1.022
18 H 0.944 1.671 -2.451  C10 1.138
19 H 1.576 0.608 -1.138  C10 1.164
20 H 1.100 -1.679 -2.298  C11 1.200
21 H 2.505 -0.687 -3.086  C11 1.183

Summary:
multiplicity: 1
frontier orbital gap: 10.0596 eV
SMILES: O=NN(CCCl)C(=O)NCCCl
highest occupied orbital energy: -9.9 eV